1.
Density functional theory data (the ωB97M-V functional and the def2-TZVPD basis) for a structure of composition C26H24Br2N5O4Pb at a distorted geometry.

Computed properties:
HOMO ... -0.658 Eh
Charge ... +3
Spin multiplicity ... 1
Orbital gap ... 7.5 eV
Energy above the lowest of the compared OMol25 structures with the same formula, charge and spin ... 0.0 kcal per mole

XYZ file:
```
62
Properties=species:S:1:pos:R:3:forces:R:3
Pb 0.33327 0.06947 0.27567 -0.476 -0.108 -0.990
Br -0.90646 -0.62978 -6.28664 0.107 0.013 -0.762
Br -5.38353 -3.61087 -1.06620 -0.351 -0.116 0.273
O -1.54558 1.47338 0.81428 -1.021 0.323 -0.069
O 4.28108 1.58558 0.72233 -3.266 -0.556 -0.746
O 4.40749 -1.10609 0.45357 -3.413 0.201 0.002
O 0.13399 0.30261 2.40009 -0.328 0.714 1.709
N 2.43110 0.16763 0.44554 0.838 -0.022 -0.258
N -0.16191 0.11656 -1.86161 0.095 -0.397 -0.201
N 0.87287 2.54294 0.00002 0.624 0.057 0.205
N 1.01134 -2.33448 0.32373 0.222 0.418 0.184
N -1.64495 -1.15637 0.09658 -0.110 -0.026 -0.176
C -0.52839 1.52194 2.91751 -1.018 -0.481 -0.230
C 2.39770 -4.73241 0.19733 0.464 0.326 -0.005
C -1.88530 1.57684 2.20898 1.153 -1.133 0.112
C 3.08723 1.42617 0.45337 2.313 0.679 0.560
C 0.37903 -3.54204 0.35556 -0.096 1.330 -0.092
C -3.96167 -2.56678 -0.54063 0.564 0.386 -0.251
C 1.03173 -4.75094 0.30110 -0.659 -0.354 -0.186
C -2.41902 -1.66510 1.07929 -0.619 0.020 -0.626
C -3.14400 -2.05691 -1.54862 0.612 0.488 0.806
C 0.16792 3.69834 -0.12633 0.029 -0.536 0.156
C 0.49919 0.49162 -4.09146 0.198 0.024 -0.339
C -2.71755 1.62340 -0.03689 0.240 0.058 0.369
C 0.76207 4.94697 -0.15145 0.057 -0.065 -0.025
C 3.17501 -1.04451 0.41747 2.695 0.363 -0.398
C 2.21700 2.66275 0.14024 -0.492 -1.181 0.237
C 2.36202 -2.30599 0.27233 -0.483 -1.419 0.496
C 1.27937 -0.05151 3.23166 0.008 -0.125 0.347
C -1.17312 -0.70171 -2.25231 0.301 0.900 -0.273
C -0.57384 -0.30867 -4.52274 0.180 0.491 0.119
C -1.45083 -0.85671 -3.60381 0.491 -0.242 1.159
C -2.01698 -1.31392 -1.18908 -0.356 -0.514 -0.033
C -3.62012 -2.29557 0.79158 -0.091 -0.836 0.019
C 2.14493 5.02149 -0.10123 -0.125 0.498 0.120
C 0.68587 0.70487 -2.75208 -1.008 -0.738 -0.001
C 2.85845 3.87089 0.09161 0.761 -0.419 -0.019
C 3.04678 -3.51241 0.21784 1.149 0.598 -0.144
H -2.40200 1.47753 -1.06447 0.069 0.225 -0.070
H -2.11171 -1.59035 2.11198 0.303 0.202 -0.021
H 0.92733 -0.30491 4.22867 -0.149 0.065 -0.016
H -2.27281 -1.46877 -3.91750 -0.108 -0.033 -0.275
H -2.51171 0.71342 2.50927 0.198 0.433 -0.147
H 2.97671 -5.62794 0.10949 0.168 -0.418 0.035
H -0.69880 -3.51962 0.41523 -0.053 0.103 -0.011
H 1.19900 0.93973 -4.79164 -0.227 -0.110 -0.020
H 4.13269 -3.44654 0.19100 -0.198 -0.149 -0.013
H -4.24142 -2.73625 1.57282 0.277 0.331 -0.016
H -3.37824 -2.24185 -2.57774 -0.154 -0.045 -0.159
H -3.45222 0.85911 0.21536 -0.137 0.097 0.085
H 3.92630 3.87055 0.22550 0.205 0.086 -0.033
H 0.13484 5.82827 -0.17484 0.059 -0.006 -0.203
H -2.40962 2.48856 2.41869 -0.233 0.595 0.063
H -0.91435 3.65300 -0.17635 0.164 -0.328 -0.045
H 0.08692 2.38701 2.69068 0.151 0.039 0.004
H -0.66589 1.39785 3.99470 0.146 0.018 -0.144
H 0.45274 -5.67884 0.29412 0.247 0.366 0.090
H 2.70831 5.93798 -0.15448 -0.255 0.381 -0.007
H -3.12327 2.63002 0.12232 -0.003 -0.277 -0.165
H 1.72740 -0.91945 2.78890 0.253 -0.383 -0.128
H 1.48909 1.32412 -2.38464 0.008 0.032 0.204
H 1.98851 0.76668 3.27634 0.081 0.158 -0.059
```
Positions in Å, forces in eV/Å.



2.
Density functional theory data (the ωB97M-V functional and the def2-TZVPD basis) for a structure of composition C26H24Cl2N4O6S2V at a distorted geometry.

Computed properties:
HOMO (alpha / beta) ... -0.376 / -0.378 Eh
Charge ... +1
Spin multiplicity ... 3
Orbital gap (alpha / beta) ... 7.3 / 7.2 eV

XYZ file:
```
65
Properties=species:S:1:pos:R:3:forces:R:3
V -0.08928 0.19691 -0.12824 -0.156 -0.399 0.450
Cl 0.91642 -2.98153 -1.11827 0.021 0.173 0.107
Cl 5.59628 -4.56928 0.97969 -0.107 0.079 -0.009
S 1.62213 0.74775 -1.84192 -0.261 -0.211 0.100
S -2.72725 -0.62357 1.28913 0.792 0.647 -0.298
O -2.31657 3.44599 -1.20808 0.042 0.228 0.274
O -1.32624 1.45549 -1.03642 -0.263 0.186 -0.186
O 0.07426 -0.43214 2.96541 -0.701 0.076 0.461
O -1.80357 -1.04505 0.10940 -0.001 0.444 0.653
O 1.19445 -0.71425 0.76101 0.369 -0.044 -0.315
O 1.21755 0.95360 4.31119 -0.421 0.038 0.066
N 1.67757 0.70626 -4.47854 -0.135 -0.033 0.148
N -0.43370 1.01237 -3.55167 -0.147 0.129 0.088
N 3.16037 -0.29096 2.56377 0.084 -0.292 -0.275
N -0.54535 1.80826 1.37124 0.071 -0.100 -0.169
C 0.37407 0.67610 3.31201 0.604 0.117 -0.307
C -0.26903 3.10035 3.36340 -0.070 -0.022 -0.137
C -1.03729 1.12275 -4.75298 0.091 -0.039 -0.066
C -4.20436 -2.60018 2.34553 0.012 -0.014 0.011
C -1.37243 4.05570 1.47555 0.090 -0.031 0.101
C 4.30809 -2.30411 1.80711 0.168 -0.126 0.039
C -5.13862 -1.46562 1.92163 0.043 0.021 -0.003
C -4.42849 -0.78531 0.75335 -0.119 -0.347 -0.227
C 1.12056 0.78454 -5.68187 0.148 -0.007 -0.127
C 3.26992 -3.62873 0.04794 -0.057 0.233 0.155
C 3.24194 -1.38569 1.75571 0.049 -0.005 0.026
C -1.16476 2.85787 0.81633 -0.031 0.117 0.014
C 5.34152 -2.05445 2.74272 -0.068 -0.010 -0.074
C 4.28804 -3.42415 0.92916 0.136 -0.102 0.009
C 2.05607 0.64485 -6.83884 -0.093 0.008 0.031
C 4.13662 -0.10219 3.40851 0.229 0.003 0.136
C 0.89860 0.81617 -3.40563 0.197 0.134 0.015
C 2.21182 -2.69458 -0.00068 0.319 -0.565 -0.160
C -0.13585 1.92524 2.64008 0.005 -0.186 0.247
C -0.89539 4.18566 2.76919 0.003 0.008 -0.082
C -2.50135 1.39730 -4.74951 -0.026 0.001 -0.077
C 2.19417 -1.60175 0.81665 -0.904 0.816 -0.215
C -2.81555 -1.97538 2.47965 0.015 -0.349 -0.179
C 5.25762 -0.95467 3.54025 -0.131 0.100 -0.017
C -1.66736 2.64209 -0.58716 0.192 -0.748 -0.458
C -0.25379 0.99248 -5.86858 -0.090 0.007 0.104
H 4.06188 0.77644 4.04255 -0.010 0.029 0.002
H 1.53091 0.10027 4.64802 0.090 -0.005 0.005
H -2.69983 2.36407 -4.28299 0.009 0.001 0.008
H -4.80636 0.19553 0.47652 -0.005 0.023 0.034
H 3.26658 -4.48680 -0.60663 0.001 -0.016 -0.022
H -4.51213 -3.06935 3.27832 -0.012 0.017 0.008
H 6.02257 -0.72196 4.26641 0.030 -0.007 0.009
H -1.01668 5.11214 3.31268 -0.011 0.016 0.011
H 0.09773 3.14441 4.37704 0.016 -0.018 0.024
H -6.12561 -1.81393 1.62235 0.011 -0.029 -0.010
H 6.17919 -2.73359 2.80896 0.003 -0.016 -0.001
H -3.03457 0.63948 -4.17462 0.018 -0.018 0.005
H -4.19266 -3.37246 1.57506 0.010 -0.006 -0.003
H 2.83265 1.40434 -6.75841 0.037 -0.002 -0.010
H -1.97803 -2.63355 2.25164 -0.006 -0.023 0.013
H -2.63676 -1.52578 3.45355 -0.032 0.048 0.044
H -0.68656 1.06624 -6.85434 0.020 -0.007 -0.015
H -2.88314 1.40387 -5.76714 -0.030 0.022 0.027
H -5.27636 -0.76106 2.74547 -0.017 0.007 -0.005
H -4.40190 -1.42887 -0.12977 -0.035 0.017 0.004
H 1.55052 0.73848 -7.79653 -0.021 0.003 0.006
H -1.88683 4.85054 0.95567 -0.022 0.008 -0.013
H 2.54513 -0.32693 -6.77815 0.037 -0.006 -0.017
H -0.98154 1.18433 -2.69287 0.018 0.024 0.039
```
Positions in Å, forces in eV/Å.